# 1
The following is a quantum chemistry calculation of a single C5H13NO2Si molecule in a non-equilibrium geometry, from the Open Molecules 2025 dataset.

The spin multiplicity is 1. The value obtained for the HOMO energy is -8.9 eV. Its SMILES is C=C[Si](NC)(OC)OC. Its gap between HOMO and LUMO is 0.359 Ha. The calculation puts the LUMO energy at 0.886 eV.

Each line ends with the natural charge from an NBO analysis.
Positions of all 22 atoms, in Å:
C -1.870 2.269 -0.391  -0.414
C -0.637 1.937 0.069  -0.568
C 2.764 0.264 0.132  -0.417
C -0.248 -0.644 -2.252  -0.213
C -1.478 -1.908 1.807  -0.244
N 1.644 -0.400 0.741  -1.099
O -0.437 -0.880 -0.940  -0.923
O -0.873 -0.633 1.710  -0.911
Si -0.035 -0.149 0.409  2.197
H -2.298 3.210 -0.341  0.186
H -2.617 1.518 -0.427  0.181
H 0.315 2.563 0.126  0.196
H 3.156 1.129 0.714  0.181
H 3.740 -0.445 0.033  0.187
H 2.589 0.868 -0.789  0.207
H -0.981 0.117 -2.687  0.173
H -0.216 -1.532 -2.792  0.180
H 0.718 -0.127 -2.320  0.158
H -2.187 -1.795 2.709  0.188
H -0.830 -2.793 1.895  0.175
H -1.967 -1.962 0.882  0.182
H 1.747 -0.609 1.713  0.397

# 2
The following is a quantum chemistry calculation of a molecular structure, C5H13NO3 in a non-equilibrium geometry, from the Open Molecules 2025 dataset.

The spin multiplicity is 1. The value obtained for the HOMO energy (alpha / beta) is -9.3 / -9.3 eV. Its gap between HOMO and LUMO (alpha / beta) is 0.327 / 0.327 Ha. The calculation puts the LUMO energy (alpha / beta) at -0.382 / -0.386 eV.

Each line ends with the natural charge from an NBO analysis.
Positions of all 22 atoms, in Å:
C 1.105 -0.285 0.804  0.477
C 2.059 -0.413 -0.377  -0.649
O 1.452 0.868 1.518  -0.724
O 1.202 -1.433 1.640  -0.735
H 1.995 -1.317 2.179  0.482
H 0.664 1.095 2.044  0.497
H 0.242 1.706 -1.648  -0.087
H 1.853 -1.325 -0.934  0.216
H 1.989 0.447 -1.040  0.227
H 3.078 -0.464 0.008  0.222
C -2.066 1.222 -0.860  -0.449
C -0.947 -1.491 -0.204  -0.665
N -0.765 1.062 -0.190  -0.274
C -0.413 -0.223 0.433  0.340
O -1.154 0.342 1.423  -0.504
H 0.112 1.814 -0.713  0.249
H -2.187 2.275 -1.105  0.223
H -2.130 0.620 -1.766  0.207
H -2.853 0.926 -0.173  0.250
H -0.648 -2.336 0.412  0.256
H -0.553 -1.625 -1.212  0.218
H -2.034 -1.466 -0.239  0.223

# 3
The following is a quantum chemistry calculation of a gas-phase ion, C5H13NO3P (charge -1) in a non-equilibrium geometry, from the Open Molecules 2025 dataset.

The spin multiplicity is 1. The value obtained for the HOMO energy is -4.3 eV. Its SMILES is CN(C)C(C)(C)[P@@](=O)([O-])O. Its gap between HOMO and LUMO is 0.286 Ha. As for the total charge: -1. The calculation puts the LUMO energy at 3.445 eV.

Each line ends with the natural charge from an NBO analysis.
Positions of all 23 atoms, in Å:
C -0.083 1.442 -1.469  -0.660
C -0.157 1.489 0.963  -0.654
C -0.404 -1.641 0.874  -0.454
C 1.653 -0.828 -0.220  -0.438
C -0.444 0.638 -0.224  -0.134
N 0.123 -0.759 -0.181  -0.513
O -2.448 -0.962 -1.450  -1.034
O -3.214 -0.022 0.944  -1.160
O -3.095 1.449 -1.307  -1.174
P -2.586 0.301 -0.438  2.267
H 0.691 2.179 -1.141  0.172
H 0.455 0.781 -2.201  0.192
H -0.964 1.952 -1.982  0.280
H -0.150 2.530 0.616  0.207
H 0.821 1.173 1.356  0.173
H -0.857 1.425 1.712  0.227
H -0.324 -2.670 0.500  0.194
H 0.111 -1.339 1.921  0.155
H -1.509 -1.499 0.942  0.268
H 2.112 0.045 0.219  0.183
H 1.753 -1.620 0.518  0.198
H 1.918 -1.086 -1.249  0.202
H -1.452 -1.096 -1.308  0.504

# 4
The following is a quantum chemistry calculation of a single C5H13NO4S molecule in a non-equilibrium geometry, from the Open Molecules 2025 dataset.

The spin multiplicity is 1. The value obtained for the HOMO energy is -9.6 eV. Its SMILES is C[C@@H](O)[C@H]([NH+](C)C)S(=O)(=O)[O-]. Its gap between HOMO and LUMO is 0.352 Ha. The calculation puts the LUMO energy at -0.016 eV.

Each line ends with the natural charge from an NBO analysis.
Positions of all 24 atoms, in Å:
C 0.868 1.948 1.109  -0.644
C -1.879 -0.715 -0.895  -0.421
C -0.023 -1.782 0.400  -0.438
C 1.423 0.974 -0.049  0.043
C 0.304 0.336 -0.821  -0.355
N -0.691 -0.490 -0.053  -0.400
O 2.281 -1.136 -1.695  -1.032
O 0.158 -1.539 -2.723  -1.010
O 1.407 0.590 -3.149  -0.970
O 2.254 0.042 0.636  -0.750
S 1.123 -0.547 -2.319  2.440
H 0.958 1.376 2.084  0.226
H 1.441 2.865 1.152  0.248
H -0.282 1.922 1.146  0.177
H -1.710 -1.668 -1.531  0.285
H -2.896 -0.744 -0.246  0.220
H -1.849 0.116 -1.533  0.219
H 0.204 -2.315 -0.638  0.282
H 0.812 -1.622 1.029  0.255
H -0.773 -2.290 1.075  0.202
H 1.976 1.473 -0.872  0.231
H -0.317 1.149 -1.351  0.236
H -0.850 0.138 0.841  0.436
H 2.928 -0.286 -0.005  0.517

# 5
The following is a quantum chemistry calculation of a single C5H13NOS molecule in a non-equilibrium geometry, from the Open Molecules 2025 dataset.

The spin multiplicity is 1. The value obtained for the HOMO energy is -9.2 eV. Its SMILES is OCNCCCCS. Its gap between HOMO and LUMO is 0.367 Ha. The calculation puts the LUMO energy at 0.844 eV.

Each line ends with the natural charge from an NBO analysis.
Positions of all 21 atoms, in Å:
C -0.518 1.359 0.153  -0.220
N 0.580 1.689 -0.828  -0.666
C 0.281 1.203 -2.259  0.061
O 1.002 2.148 -3.059  -0.760
C -0.273 0.181 1.162  -0.435
C 0.091 -1.058 0.426  -0.417
C 0.027 -2.444 1.218  -0.466
S -0.386 -2.435 3.037  -0.054
H -0.739 2.283 0.764  0.190
H -1.489 1.256 -0.414  0.192
H 1.462 1.391 -0.465  0.368
H 0.814 0.202 -2.624  0.176
H -0.695 1.506 -2.701  0.202
H 1.049 2.990 -2.625  0.474
H 0.577 0.511 1.868  0.209
H -1.176 0.056 1.797  0.224
H -0.477 -1.266 -0.486  0.211
H 1.227 -1.043 0.081  0.198
H -0.654 -3.182 0.736  0.217
H 0.932 -2.846 1.247  0.199
H -1.636 -2.502 2.973  0.099

# 6
The following is a quantum chemistry calculation of 2 unconnected molecules or ions with the total composition C5H13NOS in a non-equilibrium geometry, from the Open Molecules 2025 dataset.

The spin multiplicity is 1. The value obtained for the HOMO energy (alpha / beta) is -8.6 / -8.9 eV. Its gap between HOMO and LUMO (alpha / beta) is 0.303 / 0.310 Ha. The calculation puts the LUMO energy (alpha / beta) at -0.351 / -0.415 eV.

Each line ends with the natural charge from an NBO analysis.
Positions of all 21 atoms, in Å:
C -0.572 1.560 0.862  -0.649
C 1.892 0.735 1.316  -0.641
C 1.334 1.790 -0.900  -0.650
C -2.074 -3.151 -1.056  -0.636
C 0.740 1.040 0.250  -0.066
N -1.262 -2.569 -1.998  -0.134
O -0.587 -1.406 0.966  -0.994
S 0.158 -0.860 -0.178  1.019
H -0.940 0.993 1.667  0.242
H -0.393 2.641 0.982  0.208
H -1.284 1.464 0.168  0.206
H 2.402 -0.096 0.951  0.215
H 1.339 0.720 2.298  0.229
H 2.615 1.661 1.319  0.207
H 2.441 1.494 -1.170  0.226
H 0.613 1.539 -1.720  0.219
H 1.296 2.780 -0.611  0.220
H -1.753 -4.163 -0.727  0.239
H -3.119 -3.010 -1.239  0.218
H -1.888 -2.731 -0.042  0.290
H -0.958 -0.428 -1.137  0.032